1.
This record from the Open Molecules 2025 dataset describes an isolated ion of composition C7H15N2O3S and charge +1 at a distorted geometry. The level of theory is wB97M-V/def2-TZVPD.

Computed properties:
energy above the lowest of the compared OMol25 structures with the same formula, charge and spin = 0.0 kJ/mol
LUMO energy = -3.701 eV
maximum force = 0.0668 Eh/bohr
gap between HOMO and LUMO = 9.419 eV
highest occupied orbital energy = -13.120 eV
E_tot = -27451.769 eV
charge = +1

Cartesian coordinates (Å):
C1 -0.889 -0.696 -0.028
C2 1.346 0.118 -0.770
C3 -2.923 -1.943 0.523
C4 1.408 1.314 -2.783
C5 -0.685 0.683 2.820
C6 3.330 0.040 0.428
C7 0.580 -0.367 0.462
N1 -1.513 -1.594 0.738
N2 0.704 0.624 -1.753
O1 -1.570 -0.192 -0.928
O2 2.629 0.096 -0.822
O3 -0.111 2.298 0.705
S1 0.459 1.314 1.585
H1 -3.371 -2.190 1.404
H2 -3.463 -1.088 0.131
H3 -2.925 -2.735 -0.248
H4 2.246 0.779 -3.159
H5 0.770 1.623 -3.596
H6 1.910 2.282 -2.331
H7 -1.110 1.263 3.661
H8 -0.055 -0.056 3.160
H9 -1.496 0.275 2.335
H10 4.432 0.232 0.272
H11 3.234 -0.991 0.955
H12 2.912 0.850 1.019
H13 1.134 -1.206 0.991
H14 -1.024 -2.031 1.521
H15 -0.324 0.399 -1.744

Atomic forces in eV per Å
C -0.9 -0.8 1.2
C -1.2 -0.6 1.6
C 1.6 0.5 -3.0
C 1.3 3.1 0.3
C -0.2 1.7 -0.1
C 1.4 -1.1 1.2
C -0.8 0.2 -1.4
N 0.3 -0.5 1.4
N -0.2 -0.5 -0.1
O 1.7 0.5 -0.2
O 1.4 0.0 -0.1
O -0.8 0.9 -1.0
S 1.1 -0.6 0.9
H -1.0 -1.1 2.4
H 0.2 0.1 -0.2
H -0.5 0.2 0.6
H 0.4 -0.8 -0.4
H -0.3 -0.1 0.0
H -1.2 -1.7 -0.8
H 1.0 0.5 -0.7
H 1.1 -2.1 1.4
H -1.9 -1.1 -1.1
H -1.4 -0.2 -0.2
H 0.1 1.8 -1.0
H 0.4 -0.2 0.4
H -1.0 1.1 -0.6
H -0.3 0.2 -0.5
H 0.0 0.7 0.0


2.
This record from the Open Molecules 2025 dataset describes a 5-piece molecular cluster, CH11O4S overall at a distorted geometry. The level of theory is wB97M-V/def2-TZVPD.

Computed properties:
energy above the lowest of the compared OMol25 structures with the same formula, charge and spin = 68.2 kJ/mol
LUMO energy = 3.384 eV
maximum force = 0.0219 Eh/bohr
gap between HOMO and LUMO = 6.608 eV
highest occupied orbital energy = -3.224 eV
E_tot = -20242.215 eV
charge = -1

Cartesian coordinates (Å):
C1 1.482 -0.840 -1.866
S1 0.091 0.330 -2.213
H1 1.224 -1.760 -2.395
H2 2.450 -0.503 -2.234
H3 1.510 -1.064 -0.800
H4 -0.155 -2.764 -0.096
H5 -0.840 -2.223 -1.266
O1 -0.899 -2.987 -0.671
H6 0.133 1.768 -0.461
H7 -0.564 3.059 0.254
O2 0.043 2.328 0.349
H8 0.602 0.795 1.495
H9 0.698 -0.409 2.419
O3 1.135 0.424 2.218
H10 -2.139 0.761 2.329
H11 -2.104 1.877 1.274
O4 -2.667 1.206 1.665

Atomic forces in eV per Å
C -0.9 0.0 -0.4
S 0.3 0.0 0.3
H 0.3 -0.1 0.1
H 0.0 0.1 0.2
H 0.4 0.0 0.1
H -0.1 -0.3 0.1
H -0.4 0.2 -0.3
O 0.5 0.3 0.1
H -0.5 0.1 -0.7
H 0.0 0.0 -0.7
O 0.4 -0.2 1.0
H 0.2 0.3 0.1
H 0.1 0.0 0.0
O -0.3 -0.3 0.0
H 0.3 0.1 0.0
H 0.5 -0.2 -0.1
O -0.7 0.0 0.2


3.
This record from the Open Molecules 2025 dataset describes one molecule with the formula C2H5N5O. The level of theory is wB97M-V/def2-TZVPD.

Computed properties:
energy above the lowest of the compared OMol25 structures with the same formula, charge and spin = 226.1 kJ/mol
LUMO energy = 0.905 eV
maximum force = 0.0123 Eh/bohr
gap between HOMO and LUMO = 8.941 eV
highest occupied orbital energy = -8.036 eV
E_tot = -11650.202 eV
charge = 0

Cartesian coordinates (Å):
C1 -0.666 0.384 0.265
C2 -1.029 -1.382 1.505
H1 -0.053 2.916 -1.286
H2 0.749 1.500 -1.398
H3 -1.511 -1.935 2.296
H4 1.583 -1.260 -1.283
H5 2.033 -0.561 0.158
N1 -0.172 1.926 -1.321
N2 -0.822 1.556 -0.146
N3 -0.134 -1.810 0.700
N4 0.057 -0.732 -0.188
N5 1.373 -0.507 -0.633
O1 -1.406 -0.095 1.330

Atomic forces in eV per Å
C -0.1 -0.3 0.1
C 0.5 0.0 -0.4
H -0.1 0.6 0.0
H -0.1 -0.1 0.0
H 0.1 0.0 0.0
H 0.1 0.2 0.1
H -0.4 0.0 -0.4
N 0.3 -0.4 -0.2
N 0.0 -0.1 0.3
N -0.5 0.2 0.3
N 0.6 0.2 -0.2
N 0.0 -0.3 0.3
O -0.4 0.1 0.2


4.
This record from the Open Molecules 2025 dataset describes C5H8Cl7CrO3 as an isolated structure at a distorted geometry. The level of theory is wB97M-V/def2-TZVPD.

Computed properties:
energy above the lowest of the compared OMol25 structures with the same formula, charge and spin = 207.6 kJ/mol
LUMO energy (alpha / beta) = -9.139 / -7.648 eV
maximum force = 0.0574 Eh/bohr
gap between HOMO and LUMO (alpha / beta) = 3.879 / 5.371 eV
highest occupied orbital energy (alpha / beta) = -13.018 / -13.019 eV
E_tot = -127525.103 eV
spin multiplicity = 5
charge = +1

Cartesian coordinates (Å):
Cr1 2.609 -3.783 0.564
Cl1 1.554 -1.758 1.515
C1 0.376 0.812 -1.012
O1 -0.631 0.726 -1.976
C2 -0.280 0.282 -3.164
O2 0.680 -0.401 -3.416
O3 -1.183 0.665 -4.068
C3 -1.342 -0.156 -5.215
H1 0.821 -0.158 -0.765
H2 0.113 1.152 -0.011
H3 1.169 1.474 -1.368
H4 -0.416 -0.074 -5.785
H5 -2.188 0.164 -5.816
H6 -1.527 -1.211 -5.005
C4 -1.103 -1.582 4.242
Cl2 -1.299 -3.339 4.296
Cl3 -0.128 -0.967 5.559
Cl4 -2.586 -0.677 3.877
H7 -0.460 -1.385 3.391
C5 1.154 1.918 2.826
Cl5 -0.515 2.193 2.268
Cl6 1.429 2.295 4.512
Cl7 2.235 2.905 1.862
H8 1.518 0.904 2.690

Atomic forces in eV per Å
Cr -1.3 2.4 1.1
Cl 1.3 -2.4 -1.1
C 2.1 -0.5 0.8
O -1.1 0.8 0.6
C 0.0 -0.7 -1.2
O 0.3 -0.1 0.3
O -1.0 0.1 0.9
C 0.9 -0.4 -0.9
H 0.0 -0.1 -0.7
H -1.2 0.5 -0.6
H 0.0 -0.1 0.0
H -0.2 -0.2 -0.3
H 0.1 0.6 0.3
H 0.2 0.1 0.5
C 0.7 0.4 -1.2
Cl -0.3 0.2 0.2
Cl -0.4 0.1 0.6
Cl 0.2 -0.4 0.6
H -0.3 -0.2 -0.2
C 0.4 0.3 -0.1
Cl 0.4 -0.4 0.6
Cl -0.4 0.0 0.3
Cl 0.3 0.3 -0.5
H -0.7 -0.1 -0.1